Entry 1:
{
  "formula": "C3H6O",
  "method": "the ωB97M-V functional and the def2-TZVPD basis",
  "species": ["C", "O", "C", "C", "H", "H", "H", "H", "H", "H"],
  "xyz": [[0.58158, 0.60398, 0.64789], [0.19841, 1.66422, -0.22110], [-0.02748, -0.72368, 0.28290], [-0.49420, -1.00895, -0.92344], [1.67770, 0.60355, 0.59507], [0.30859, 0.83399, 1.68073], [-0.76584, 1.68984, -0.25093], [-0.09777, -1.45640, 1.08355], [-0.96078, -1.94698, -1.19490], [-0.42020, -0.25958, -1.69979]],
  "de_lowest_ev": 1.002,
  "e_lumo_ev": 1.06,
  "energy_ev": -5254.693,
  "total_charge": 0,
  "homo_lumo_gap_ev": 10.9,
  "homo_ev": -9.8
}


Entry 2:
{
  "formula": "C3H6O2",
  "method": "the ωB97M-V functional and the def2-TZVPD basis",
  "species": ["C", "C", "O", "C", "O", "H", "H", "H", "H", "H", "H"],
  "xyz": [[-0.51146, 1.28192, 0.24118], [-0.22478, -0.18001, -0.09481], [-0.48046, -0.45511, -1.42760], [1.00479, -0.91340, 0.31632], [1.36195, -1.85957, -0.35875], [-1.57525, 1.48811, 0.07372], [-0.27967, 1.52447, 1.28313], [0.04350, 1.97233, -0.40585], [-0.75231, -0.89731, 0.62246], [0.11046, -1.21982, -1.59318], [1.38528, -0.70862, 1.33015]],
  "de_lowest_ev": 1.351,
  "e_lumo_ev": 0.68,
  "energy_ev": -7302.327,
  "total_charge": 0,
  "homo_lumo_gap_ev": 10.7,
  "homo_ev": -10.0
}


Entry 3:
{
  "formula": "C3H6O2",
  "method": "the ωB97M-V functional and the def2-TZVPD basis",
  "species": ["O", "C", "O", "C", "C", "H", "H", "H", "H", "H", "H"],
  "xyz": [[-0.41538, -1.96447, 0.03116], [-0.76286, -0.84154, -0.06748], [-1.87789, -0.49692, -0.75320], [-0.05228, 0.49911, 0.27882], [1.45102, 0.55805, 0.23973], [-2.48689, -1.28206, -0.95660], [-0.62039, 0.83945, 1.11266], [-0.61829, 1.22432, -0.43348], [1.72326, 1.60679, 0.12065], [1.80688, -0.11535, -0.70206], [1.85283, -0.02738, 1.12979]],
  "de_lowest_ev": 0.816,
  "e_lumo_ev": 0.77,
  "energy_ev": -7302.863,
  "total_charge": 0,
  "homo_lumo_gap_ev": 11.2,
  "homo_ev": -10.4
}


What did the first record say?
{
  "formula": "C3H6O",
  "method": "the ωB97M-V functional and the def2-TZVPD basis",
  "species": ["C", "O", "C", "C", "H", "H", "H", "H", "H", "H"],
  "xyz": [[0.58158, 0.60398, 0.64789], [0.19841, 1.66422, -0.22110], [-0.02748, -0.72368, 0.28290], [-0.49420, -1.00895, -0.92344], [1.67770, 0.60355, 0.59507], [0.30859, 0.83399, 1.68073], [-0.76584, 1.68984, -0.25093], [-0.09777, -1.45640, 1.08355], [-0.96078, -1.94698, -1.19490], [-0.42020, -0.25958, -1.69979]],
  "de_lowest_ev": 1.002,
  "e_lumo_ev": 1.06,
  "energy_ev": -5254.693,
  "total_charge": 0,
  "homo_lumo_gap_ev": 10.9,
  "homo_ev": -9.8
}


> What is the formula in the third record?

C3H6O2